[1]
{
  "formula": "C30H28BrCoN7O3S2",
  "method": "wB97M-V/def2-TZVPD",
  "spin_multiplicity": 4,
  "e_homo_ev": [-5.5, -7.3],
  "relative_energy_kcal_mol": 0.00,
  "mol_weight_g_mol": 737.57,
  "e_tot_ev": -177474.30537,
  "homo_lumo_gap_ev": [5.81, 5.53],
  "elements": ["Co", "O", "C", "C", "C", "C", "C", "C", "C", "O", "N", "N", "C", "C", "Br", "C", "C", "C", "C", "C", "C", "C", "H", "H", "H", "H", "H", "H", "H", "H", "H", "H", "H", "H", "H", "H", "C", "S", "C", "S", "N", "N", "C", "C", "C", "C", "C", "C", "N", "H", "H", "H", "H", "H", "H", "H", "H", "N", "C", "O", "C", "C", "C", "C", "N", "C", "H", "H", "H", "H", "H", "H"],
  "coordinates": [[-0.199, 0.994, -0.982], [-1.440, -3.565, 2.487], [-2.592, -3.176, 1.866], [-3.792, -3.848, 2.075], [-4.957, -3.402, 1.475], [-4.935, -2.281, 0.656], [-3.739, -1.618, 0.439], [-2.560, -2.058, 1.033], [-1.282, -1.306, 0.740], [-1.047, -1.183, -0.683], [-1.483, 0.052, 1.189], [-0.339, 0.866, 0.953], [-0.680, 2.103, 0.647], [0.276, 3.240, 0.681], [0.706, 3.872, -1.081], [0.728, 3.836, 1.776], [1.554, 5.058, 1.847], [1.125, 6.246, 1.259], [1.909, 7.386, 1.328], [3.136, 7.349, 1.973], [3.567, 6.174, 2.571], [2.771, 5.040, 2.524], [-1.584, -4.406, 2.929], [-3.804, -4.722, 2.719], [-5.884, -3.930, 1.656], [-5.845, -1.928, 0.190], [-3.690, -0.756, -0.217], [-0.417, -1.795, 1.206], [-1.734, 0.089, 2.168], [-1.728, 2.397, 0.733], [0.474, 3.367, 2.723], [0.170, 6.278, 0.751], [1.563, 8.303, 0.868], [3.761, 8.233, 2.011], [4.527, 6.137, 3.068], [3.105, 4.124, 2.995], [-4.744, 0.498, -3.508], [-3.264, 0.722, -4.533], [-2.008, 0.823, -3.319], [-2.319, 1.454, -1.719], [-0.823, 0.488, -3.696], [0.134, 0.627, -2.761], [1.418, 0.525, -3.117], [2.332, 0.540, -2.061], [3.722, 0.323, -2.180], [4.499, 0.273, -1.056], [3.893, 0.440, 0.204], [2.538, 0.673, 0.258], [1.763, 0.746, -0.824], [-5.583, 0.521, -4.200], [-4.699, -0.465, -3.003], [-4.832, 1.305, -2.787], [1.680, 0.433, -4.162], [4.141, 0.179, -3.167], [5.565, 0.099, -1.130], [4.473, 0.393, 1.115], [2.038, 0.816, 1.207], [2.906, -5.257, 1.164], [1.808, -5.579, 0.421], [1.459, -6.734, 0.251], [1.072, -4.444, -0.177], [-0.279, -4.625, -0.544], [-0.983, -3.606, -1.081], [-0.338, -2.278, -1.312], [1.056, -2.179, -0.990], [1.672, -3.186, -0.474], [3.420, -6.008, 1.591], [3.088, -4.316, 1.461], [-0.719, -5.601, -0.382], [-2.006, -3.723, -1.414], [-0.448, -2.023, -2.375], [2.730, -3.024, -0.271]],
  "forces_ev_per_a": [[-0.2, -0.1, -0.9], [0.2, 0.0, -0.1], [-0.2, 0.2, 0.0], [0.1, -0.1, 0.1], [0.0, 0.0, 0.0], [-0.1, 0.0, 0.0], [0.0, -0.1, -0.1], [0.2, -0.1, 0.0], [0.1, -0.2, 0.0], [0.1, -0.2, 0.5], [-0.3, 0.2, -0.3], [0.3, 0.0, 0.8], [-0.5, 0.2, 0.9], [0.3, 0.2, -0.4], [-0.1, 0.1, 0.3], [0.0, -0.2, 0.0], [0.0, 0.1, -0.1], [0.0, 0.0, 0.0], [0.0, 0.0, 0.0], [0.1, 0.0, 0.0], [0.0, 0.0, 0.0], [0.0, -0.1, 0.0], [0.0, 0.0, 0.0], [0.0, 0.0, 0.0], [0.0, 0.0, 0.0], [0.0, 0.0, 0.0], [0.0, 0.0, 0.0], [0.1, 0.0, -0.1], [0.0, -0.1, 0.1], [0.0, -0.1, -0.3], [-0.1, 0.0, 0.0], [0.0, 0.0, 0.0], [0.0, 0.0, 0.0], [0.0, 0.0, 0.0], [0.0, 0.0, 0.0], [0.0, 0.0, 0.0], [0.3, 0.0, -0.1], [-0.2, 0.0, -0.1], [0.5, 0.1, 0.4], [0.3, -0.1, 0.2], [-0.4, -0.2, -1.0], [0.3, 0.0, 0.2], [-0.2, 0.0, -0.2], [0.0, 0.1, 0.1], [0.0, 0.0, 0.0], [-0.1, 0.0, -0.1], [0.0, 0.0, 0.0], [0.1, 0.0, 0.2], [0.0, 0.0, -0.2], [0.0, 0.0, 0.0], [-0.1, 0.0, 0.0], [-0.1, 0.0, 0.0], [0.0, -0.1, 0.0], [0.0, 0.0, 0.0], [0.0, 0.0, 0.0], [0.0, 0.0, 0.0], [0.0, 0.0, 0.0], [0.0, 0.1, -0.1], [0.2, -0.2, 0.2], [0.0, 0.1, 0.0], [-0.3, 0.0, -0.2], [0.1, -0.3, 0.1], [0.0, 0.3, 0.0], [-0.3, 0.2, 0.0], [0.2, 0.0, 0.2], [0.0, 0.3, -0.1], [0.0, 0.0, 0.0], [0.0, 0.0, 0.0], [0.0, 0.0, 0.0], [0.0, 0.0, 0.1], [0.1, 0.0, 0.0], [0.0, -0.1, 0.0]]
}


[2]
{
  "formula": "C22H14F5N4OSTi",
  "method": "wB97M-V/def2-TZVPD",
  "spin_multiplicity": 2,
  "e_homo_ev": [-7.6, -8.2],
  "mol_weight_g_mol": 525.31,
  "e_tot_ev": -78586.77480,
  "homo_lumo_gap_ev": [6.60, 7.22],
  "elements": ["Ti", "C", "C", "N", "N", "C", "N", "S", "C", "C", "C", "C", "C", "N", "H", "H", "H", "H", "H", "H", "H", "H", "H", "F", "C", "C", "F", "C", "F", "C", "O", "C", "F", "C", "F", "C", "C", "C", "C", "C", "C", "C", "C", "H", "H", "H", "H", "H"],
  "coordinates": [[0.790, -1.098, 0.996], [-1.386, -0.801, 4.862], [-0.948, -1.031, 3.459], [0.261, -1.099, 3.047], [1.325, -1.014, 3.906], [2.341, -1.684, 3.413], [3.483, -1.650, 4.129], [2.337, -2.668, 1.958], [-1.931, -1.304, 2.371], [-3.290, -1.419, 2.602], [-4.118, -1.768, 1.541], [-3.569, -1.989, 0.294], [-2.196, -1.851, 0.134], [-1.398, -1.529, 1.149], [-0.532, -0.519, 5.471], [-1.830, -1.707, 5.282], [-2.138, -0.013, 4.902], [3.562, -0.963, 4.860], [4.320, -2.022, 3.720], [-3.695, -1.242, 3.587], [-5.184, -1.863, 1.700], [-4.177, -2.262, -0.557], [-1.699, -1.984, -0.819], [1.375, 5.141, -1.602], [1.522, 3.994, -0.935], [0.416, 3.219, -0.618], [-0.807, 3.613, -0.978], [0.601, 2.041, 0.072], [-0.462, 1.270, 0.398], [1.857, 1.578, 0.465], [1.960, 0.430, 1.104], [2.952, 2.377, 0.143], [4.183, 1.999, 0.489], [2.782, 3.567, -0.549], [3.848, 4.312, -0.850], [0.676, -1.282, -1.141], [0.400, -0.904, -2.268], [0.142, -0.409, -3.587], [-0.695, -1.085, -4.475], [-0.942, -0.569, -5.737], [-0.361, 0.627, -6.130], [0.475, 1.307, -5.254], [0.727, 0.795, -3.993], [-1.143, -2.021, -4.169], [-1.592, -1.106, -6.416], [-0.558, 1.028, -7.116], [0.934, 2.240, -5.554], [1.380, 1.319, -3.306]],
  "forces_ev_per_a": [[0.8, 0.5, -0.6], [0.1, 0.0, 0.1], [-0.3, 0.0, -0.4], [0.0, -0.1, 0.5], [-0.3, 0.0, -0.2], [0.3, 0.0, 0.3], [0.0, 0.0, -0.1], [0.0, 0.1, 0.0], [0.2, -0.1, 0.3], [0.0, 0.0, -0.2], [0.0, 0.0, 0.1], [0.1, 0.0, -0.1], [-0.1, 0.0, 0.1], [0.0, 0.2, 0.1], [0.0, 0.0, 0.0], [0.0, 0.0, 0.0], [0.0, 0.0, 0.0], [0.0, 0.0, 0.0], [0.0, 0.0, 0.0], [0.0, 0.0, 0.0], [0.0, 0.0, 0.0], [0.0, 0.0, 0.0], [0.0, 0.0, 0.0], [0.0, 0.0, 0.0], [0.0, -0.1, 0.0], [0.1, 0.0, 0.0], [0.0, 0.0, 0.0], [0.1, 0.1, 0.0], [0.0, 0.0, 0.0], [-0.3, 0.1, -0.1], [-0.3, -0.5, -0.1], [-0.1, 0.1, -0.1], [0.0, 0.0, 0.0], [0.0, 0.0, 0.0], [0.0, 0.0, 0.0], [-0.3, 0.0, 0.4], [0.1, -0.1, 0.0], [0.0, 0.1, 0.0], [0.0, 0.0, 0.0], [0.0, 0.0, 0.0], [0.0, 0.0, 0.0], [0.0, 0.0, 0.0], [0.0, 0.0, 0.0], [0.0, 0.0, 0.0], [0.0, 0.0, 0.0], [0.0, 0.0, 0.0], [0.0, 0.0, 0.0], [0.0, 0.0, 0.0]]
}


[3]
{
  "formula": "C5H6O2",
  "method": "wB97M-V/def2-TZVPD",
  "e_homo_ev": -9.5,
  "relative_energy_kcal_mol": 142.88,
  "mol_weight_g_mol": 98.10,
  "e_tot_ev": -9370.89966,
  "homo_lumo_gap_ev": 10.41,
  "elements": ["C", "C", "C", "C", "C", "H", "H", "H", "H", "H", "H", "O", "O"],
  "coordinates": [[1.348, -0.056, -0.233], [0.431, 0.877, 0.350], [0.241, -0.986, 0.386], [-1.112, -0.630, -0.391], [-0.911, 0.735, -0.245], [2.447, -0.086, 0.092], [1.131, -0.144, -1.388], [0.846, 1.828, 0.681], [0.459, -1.955, 0.648], [-1.432, -1.337, -1.227], [-1.471, 1.814, -0.761], [-0.021, -0.052, 1.486], [-1.956, -0.006, 0.601]],
  "forces_ev_per_a": [[-0.3, -3.0, -3.3], [-1.1, 2.7, 4.4], [-0.5, 1.2, 0.5], [0.1, -3.5, -0.7], [-4.6, 6.7, -2.4], [-2.0, -0.1, -0.4], [1.4, 0.4, 1.8], [-0.7, 0.2, 0.1], [0.2, -2.3, 0.7], [-0.1, 1.4, 1.2], [1.8, -3.9, 1.1], [5.2, -0.1, 0.1], [0.6, 0.4, -3.2]]
}


[4]
{
  "formula": "C35H43N8O2PdSi2",
  "method": "wB97M-V/def2-TZVPD",
  "total_charge": 1,
  "spin_multiplicity": 3,
  "e_homo_ev": [-7.4, -10.7],
  "relative_energy_kcal_mol": 39.84,
  "mol_weight_g_mol": 770.38,
  "e_tot_ev": -72237.69667,
  "homo_lumo_gap_ev": [4.97, 7.99],
  "elements": ["Pd", "C", "N", "C", "N", "C", "N", "C", "C", "C", "C", "C", "C", "C", "N", "N", "C", "O", "C", "C", "C", "C", "C", "C", "N", "C", "N", "C", "N", "C", "H", "H", "H", "H", "H", "H", "H", "H", "H", "H", "H", "H", "H", "H", "H", "H", "C", "Si", "C", "C", "C", "Si", "C", "C", "C", "H", "H", "H", "H", "H", "H", "H", "H", "H", "H", "H", "H", "H", "H", "H", "H", "H", "H", "H", "C", "C", "O", "C", "C", "C", "C", "C", "C", "H", "H", "H", "H", "H", "H", "H", "H"],
  "coordinates": [[-0.374, 0.216, -0.248], [4.830, 2.316, -2.791], [3.954, 2.537, -1.613], [2.658, 2.345, -1.459], [2.329, 2.783, -0.237], [3.495, 3.235, 0.312], [4.495, 3.095, -0.507], [4.132, 1.555, -3.882], [4.549, 0.284, -4.251], [3.849, -0.428, -5.214], [2.700, 0.100, -5.777], [2.277, 1.373, -5.408], [3.017, 2.114, -4.494], [0.973, 1.907, -5.800], [0.569, 3.129, -5.781], [-0.815, 3.086, -5.921], [-1.128, 1.843, -6.020], [-0.040, 1.030, -5.980], [-2.434, 1.191, -5.882], [-2.768, 0.031, -6.575], [-3.908, -0.668, -6.219], [-4.674, -0.254, -5.134], [-4.342, 0.901, -4.443], [-5.035, 1.280, -3.159], [-4.090, 1.202, -2.034], [-2.895, 0.616, -1.955], [-2.398, 0.794, -0.742], [-3.370, 1.493, -0.097], [-4.407, 1.765, -0.849], [-3.245, 1.648, -4.854], [5.706, 1.790, -2.418], [5.140, 3.308, -3.119], [1.985, 1.899, -2.170], [3.572, 3.658, 1.298], [5.414, -0.158, -3.776], [4.180, -1.419, -5.494], [2.120, -0.479, -6.482], [2.676, 3.112, -4.241], [-2.130, -0.329, -7.371], [-4.179, -1.566, -6.757], [-5.522, -0.848, -4.816], [-5.876, 0.621, -2.952], [-5.399, 2.306, -3.172], [-2.420, 0.078, -2.757], [-3.319, 1.779, 0.940], [-2.949, 2.539, -4.311], [1.305, 5.749, -0.921], [0.085, 4.339, -0.767], [-0.290, 3.584, -2.446], [-1.490, 4.925, 0.040], [0.958, 2.982, 0.293], [0.872, 3.133, 2.211], [-0.913, 2.775, 2.633], [1.386, 4.845, 2.765], [1.975, 1.805, 2.926], [1.056, 6.355, -1.796], [2.339, 5.421, -1.049], [1.268, 6.406, -0.050], [-1.269, 3.931, -2.786], [-0.337, 2.490, -2.408], [0.418, 3.875, -3.220], [-1.875, 5.756, -0.557], [-1.344, 5.293, 1.056], [-2.266, 4.157, 0.054], [0.407, 2.036, 0.109], [-1.547, 2.808, 1.748], [-1.306, 3.506, 3.343], [-1.011, 1.786, 3.083], [0.575, 5.562, 2.617], [2.262, 5.242, 2.248], [1.614, 4.833, 3.833], [1.907, 0.879, 2.346], [1.629, 1.574, 3.937], [3.028, 2.079, 3.005], [-0.554, -3.953, -1.490], [0.044, -2.626, -1.118], [-0.799, -1.760, -0.626], [1.426, -2.381, -1.275], [2.071, -1.195, -0.821], [3.435, -1.001, -0.939], [4.241, -1.964, -1.532], [3.638, -3.139, -2.004], [2.287, -3.347, -1.879], [-1.624, -3.920, -1.294], [-0.118, -4.770, -0.910], [-0.402, -4.187, -2.547], [1.515, -0.421, -0.279], [3.884, -0.104, -0.523], [5.312, -1.830, -1.598], [4.250, -3.907, -2.459], [1.866, -4.276, -2.239]],
  "forces_ev_per_a": [[0.0, -0.4, -0.2], [0.0, 0.0, 0.0], [0.0, 0.0, 0.0], [0.1, -0.1, 0.0], [-0.1, 0.1, 0.0], [0.0, 0.0, 0.0], [0.0, 0.0, 0.0], [-0.1, 0.1, 0.0], [0.0, 0.0, 0.0], [0.0, 0.0, 0.0], [0.0, 0.0, 0.0], [0.0, 0.0, 0.0], [0.0, 0.0, 0.0], [0.0, 0.0, 0.0], [0.0, 0.0, 0.0], [0.0, 0.0, 0.0], [0.0, 0.0, 0.0], [0.0, -0.1, 0.0], [0.0, 0.0, 0.0], [0.0, 0.0, 0.0], [0.0, 0.0, 0.0], [0.0, 0.0, 0.0], [0.1, 0.1, 0.1], [0.0, 0.1, 0.0], [0.0, -0.1, 0.0], [0.0, 0.0, -0.1], [0.0, 0.2, 0.2], [0.0, 0.0, -0.1], [0.0, 0.0, 0.0], [0.0, -0.1, 0.0], [0.0, 0.0, 0.0], [0.0, 0.0, 0.0], [0.0, 0.0, 0.0], [0.0, 0.0, 0.0], [0.0, 0.0, 0.0], [0.0, 0.0, 0.0], [0.0, 0.0, 0.0], [0.0, 0.0, 0.0], [0.0, 0.0, 0.0], [0.0, 0.0, 0.0], [0.0, 0.0, 0.0], [0.0, 0.0, 0.0], [0.0, 0.0, 0.0], [0.0, 0.0, 0.0], [0.0, 0.0, 0.0], [0.0, 0.0, 0.0], [0.0, 0.0, 0.0], [0.1, 0.0, 0.0], [0.0, -0.1, 0.1], [0.0, 0.0, 0.0], [0.0, 0.0, 0.1], [0.0, 0.0, 0.0], [0.0, 0.0, 0.0], [-0.1, 0.0, 0.0], [0.0, 0.0, 0.0], [0.0, 0.0, 0.0], [0.0, 0.0, 0.0], [0.0, 0.0, 0.0], [0.0, 0.0, 0.0], [0.0, 0.0, 0.0], [0.1, 0.0, -0.1], [0.0, 0.0, 0.0], [0.0, 0.0, 0.0], [0.0, 0.0, 0.0], [0.1, 0.1, 0.0], [0.0, 0.0, 0.0], [0.0, 0.0, 0.0], [0.0, 0.0, 0.0], [0.0, 0.0, 0.0], [0.0, 0.0, 0.0], [0.0, 0.0, 0.0], [0.0, 0.0, 0.0], [0.0, 0.0, 0.0], [0.0, 0.0, 0.0], [0.0, 0.0, 0.0], [0.1, 0.0, 0.0], [0.0, 0.0, -0.2], [0.0, 0.0, 0.0], [0.0, 0.0, -0.1], [0.0, 0.0, 0.0], [0.0, 0.0, 0.0], [0.0, 0.0, 0.0], [0.0, 0.0, 0.0], [0.0, 0.0, 0.0], [0.0, 0.0, 0.0], [0.0, 0.0, 0.0], [0.0, 0.1, 0.3], [0.0, 0.0, 0.0], [0.0, 0.0, 0.0], [0.0, 0.0, 0.0], [0.0, 0.0, 0.0]]
}